one:
{
  "formula": "C2H8O3",
  "method": "the ωB97M-V functional and the def2-TZVPD basis",
  "species": ["H", "H", "H", "C", "H", "O", "O", "H", "H", "H", "H", "C", "O"],
  "positions_angstrom": [[-2.0823, -3.5101, -0.0121], [-1.7135, -1.0150, -0.6570], [-0.0416, 1.2728, 0.5537], [-0.9703, -1.8005, -0.5456], [1.0528, 3.9703, 2.0727], [-0.2604, 1.3086, -0.3823], [1.5217, 3.4157, 1.4376], [2.2666, 3.0902, 1.9598], [0.2840, -0.3191, -0.5867], [-0.2429, -3.7412, -0.1355], [0.2439, 2.0351, -0.7589], [-1.0790, -3.0774, -0.2227], [0.2843, -1.2810, -0.7691]],
  "lowdin_charge": [0.058, 0.107, 0.056, -0.284, 0.042, -0.035, -0.055, 0.044, 0.027, 0.047, 0.063, -0.012, -0.057],
  "smiles": "C=CO.O.O",
  "e_homo_ev": -8.463,
  "homo_lumo_gap_ev": 8.78
}

=====

two:
{
  "formula": "C2H8O3",
  "method": "the ωB97M-V functional and the def2-TZVPD basis",
  "species": ["H", "O", "O", "H", "O", "H", "H", "H", "H", "H", "C", "C", "H"],
  "positions_angstrom": [[0.0449, 0.1750, -2.1152], [0.8444, -0.0034, -2.4632], [-0.7544, 1.1484, 0.5463], [1.9528, 0.6562, 1.1196], [1.7018, -0.1444, 1.4903], [-0.0171, -1.0675, 1.1068], [1.1345, 0.8679, -2.8998], [0.9978, 0.0150, 2.1266], [-2.2793, 0.5630, -0.3571], [-0.8240, -1.7675, -0.4565], [-1.3843, 0.2225, 0.1637], [-0.9073, -1.1602, 0.4764], [-1.5938, -1.8210, 1.0474]],
  "lowdin_charge": [-0.071, -0.033, 0.040, 0.006, -0.037, 0.047, 0.096, 0.038, 0.115, 0.097, -0.335, -0.050, 0.087],
  "smiles": "CC=O.O.O",
  "e_homo_ev": -9.973,
  "homo_lumo_gap_ev": 10.75
}

=====

three:
{
  "formula": "C2H8O3",
  "method": "the ωB97M-V functional and the def2-TZVPD basis",
  "species": ["H", "H", "H", "O", "O", "H", "O", "H", "H", "H", "H", "C", "C"],
  "positions_angstrom": [[-1.8547, 0.3043, 2.2837], [5.5729, -1.3790, 0.3682], [-0.4916, 0.7170, 1.8303], [-2.1038, 1.4378, -0.3121], [6.0056, -1.1357, 1.1894], [-3.4159, -0.3286, -1.9124], [-1.0136, 0.5772, 2.6069], [6.5346, -1.8677, 1.5237], [-1.7421, -0.8202, -2.6634], [-0.5213, 0.5856, -1.3092], [-3.0326, 1.6176, -0.4308], [-1.5937, 0.5290, -1.1962], [-2.3438, -0.2374, -1.9781]],
  "lowdin_charge": [0.009, 0.029, 0.010, -0.017, -0.062, 0.057, -0.037, 0.033, 0.050, 0.110, 0.095, -0.277, 0.002],
  "smiles": "C=CO.O.O",
  "e_homo_ev": -9.502,
  "homo_lumo_gap_ev": 10.24
}

=====

Quick one: least stable of them? two

=====

one:
{
  "formula": "CH5ClN2",
  "method": "the ωB97M-V functional and the def2-TZVPD basis",
  "species": ["C", "N", "H", "N", "Cl", "H", "H", "H", "H"],
  "positions_angstrom": [[-0.4035, 1.0700, -0.5744], [-1.3807, 0.3573, -0.0842], [-1.1454, -0.4582, 0.5719], [1.8579, -0.4641, -0.3865], [-0.9761, 1.7942, -1.9613], [-2.3218, 0.2945, -0.5332], [2.5468, -0.9190, -0.9676], [1.7145, 0.4960, -0.1900], [1.5011, -1.4128, 0.3996]],
  "lowdin_charge": [-0.705, -0.089, 0.127, -0.070, 0.614, 0.086, -0.033, -0.079, 0.150],
  "e_homo_ev": -8.394,
  "homo_lumo_gap_ev": 9.24
}

=====

two:
{
  "formula": "CH5ClN2",
  "method": "the ωB97M-V functional and the def2-TZVPD basis",
  "species": ["H", "H", "H", "H", "H", "N", "C", "Cl", "N"],
  "positions_angstrom": [[2.2483, 0.6828, 0.2409], [0.4429, -1.7387, -0.3714], [-2.2232, 0.6463, 0.5202], [-1.0296, 2.0743, -0.1599], [-0.9410, -1.7199, 0.3032], [-0.2352, 0.1802, -0.3210], [-1.2468, 0.9235, -0.0644], [3.2820, 0.0475, -0.0185], [-0.2974, -1.0959, -0.1290]],
  "lowdin_charge": [-0.317, 0.085, 0.085, 0.078, 0.090, -0.171, -0.116, 0.298, -0.033],
  "smiles": "C=NN.Cl",
  "e_homo_ev": -8.894,
  "homo_lumo_gap_ev": 9.95
}

=====

Quick one: least stable of them? one

=====

one:
{
  "formula": "C5H12NO2",
  "method": "the ωB97M-V functional and the def2-TZVPD basis",
  "species": ["C", "H", "H", "H", "C", "H", "C", "H", "N", "H", "H", "H", "H", "H", "O", "C", "C", "H", "H", "O"],
  "positions_angstrom": [[0.4353, -0.8763, 1.2962], [-1.6549, -0.5549, 2.0224], [-1.7300, 1.5077, 1.7106], [0.6114, -1.1055, 2.3646], [1.5583, 0.0831, 0.7868], [-0.9890, 0.7939, -1.6847], [-1.4407, 1.0687, 0.7387], [1.9937, 0.7134, 1.5793], [-2.5162, 1.1549, -0.2106], [-1.3921, -1.1381, 0.3796], [-2.6338, 1.1915, -2.3631], [-0.5016, 1.6365, 0.5901], [0.6809, -1.8389, 0.8363], [0.9160, -1.3176, -1.5432], [2.6478, -0.4922, 0.1318], [-2.0429, 0.9770, -1.4716], [-1.0565, -0.4123, 1.1188], [2.5417, -0.9808, -0.9834], [1.0555, 0.7004, 0.0364], [1.7804, -1.2973, -1.9622]],
  "lowdin_spin": [0.004, 0.004, 0.006, 0.001, 0.003, 0.062, 0.054, 0.001, 0.346, 0.008, 0.067, 0.013, 0.001, 0.001, 0.003, 0.399, 0.018, 0.000, 0.003, 0.005],
  "charge": -2,
  "spin_multiplicity": 2,
  "s2": 0.754,
  "e_homo_ev": [3.362, -0.373],
  "homo_lumo_gap_ev": [3.58, 7.26]
}

=====

two:
{
  "formula": "C5H12NO2",
  "method": "the ωB97M-V functional and the def2-TZVPD basis",
  "species": ["H", "N", "C", "H", "H", "O", "H", "O", "C", "C", "C", "H", "H", "H", "H", "H", "H", "H", "H", "C"],
  "positions_angstrom": [[2.1760, 0.2159, 0.2479], [0.7276, -1.9472, -0.5500], [1.3242, 0.5718, -0.3740], [-0.8247, -1.6995, 1.2628], [-1.7322, -1.0169, -0.9355], [0.8319, 1.8192, -0.0305], [0.8924, -1.3804, 1.7204], [-1.5352, 1.0432, -0.6418], [0.0021, -0.9914, 1.2339], [-0.9909, -0.2170, -1.0400], [-0.4448, 0.2086, 2.1597], [0.5619, -2.1599, -3.1094], [-0.6299, -0.1379, 3.1918], [-0.6906, 1.5622, -0.3876], [-0.6765, -0.1679, -2.0997], [1.6948, 0.5449, -1.4284], [0.5849, -2.1052, -3.8591], [0.2975, 0.9960, 2.1028], [-1.3890, 0.6089, 1.7922], [0.2812, -0.5722, -0.2806]],
  "lowdin_spin": [-0.003, 0.790, 0.004, 0.002, -0.004, 0.001, 0.005, 0.000, 0.060, 0.004, 0.029, 0.021, 0.005, 0.000, 0.001, 0.002, 0.016, 0.001, 0.001, 0.065],
  "charge": -2,
  "spin_multiplicity": 2,
  "s2": 0.758,
  "e_homo_ev": [1.986, 2.653],
  "homo_lumo_gap_ev": [4.96, 4.27]
}

=====

Quick one: least stable of them? two

=====

one:
{
  "formula": "C5H5NP2",
  "method": "the ωB97M-V functional and the def2-TZVPD basis",
  "species": ["C", "P", "H", "C", "C", "C", "H", "P", "N", "H", "H", "C", "H"],
  "positions_angstrom": [[-1.2608, -0.4096, 0.3734], [3.0076, 0.4401, -0.5059], [-2.2219, -0.7826, 0.5729], [1.2368, 0.5396, 0.1576], [-0.1493, -1.2106, 0.6534], [0.1132, 1.2653, -0.4588], [-2.1213, 1.2393, -0.6032], [4.6052, -0.0699, 0.1799], [1.0567, -0.7280, 0.6230], [3.0949, 1.5201, -1.3638], [0.4091, 2.1573, -1.1106], [-1.2234, 0.8161, -0.3129], [-0.1790, -2.1835, 0.8949]],
  "lowdin_charge": [-0.052, 0.269, 0.084, -0.434, -0.145, -0.070, 0.081, 0.244, -0.011, -0.106, 0.112, -0.047, 0.074],
  "smiles": "P#[PH]c1ccccn1",
  "e_homo_ev": -7.828,
  "homo_lumo_gap_ev": 7.08
}

=====

two:
{
  "formula": "C5H5NP2",
  "method": "the ωB97M-V functional and the def2-TZVPD basis",
  "species": ["H", "C", "C", "C", "C", "P", "P", "H", "H", "N", "C", "H", "H"],
  "positions_angstrom": [[-1.2781, 2.2575, -0.7940], [-1.6892, -0.8339, 0.3588], [-2.0322, 0.4221, -0.0740], [-0.4081, -1.2949, 0.2518], [0.4998, -0.2857, -0.1442], [3.5914, 0.8932, 0.4603], [2.8835, -0.8711, -0.1711], [4.8572, 0.4051, 0.2382], [-2.5590, -1.4304, 0.5617], [0.2678, 0.9948, -0.3982], [-1.0541, 1.3321, -0.3524], [-3.0058, 0.6624, -0.3042], [-0.0731, -2.2512, 0.3675]],
  "lowdin_charge": [0.090, -0.088, -0.087, -0.093, -0.334, 0.280, 0.365, -0.278, 0.106, 0.029, -0.132, 0.082, 0.060],
  "e_homo_ev": -8.547,
  "homo_lumo_gap_ev": 7.87
}

=====

Quick one: least stable of them? one